Record 1
Here is a structure of composition C47H52Cl2CsN8OPSe2 in a non-equilibrium geometry from the OMol25 dataset. Energies are from ωB97M-V/def2-TZVPD.

```
! RIJCOSX wB97M-V def2-TZVPD def2/J DEFGRID3
* xyz -2 1
N -0.68338 -3.29321 1.26545
H 3.47376 0.62653 3.46094
H 5.75562 1.23217 0.58952
C -4.13361 -2.95424 -5.00591
H 3.81929 -4.17450 -4.49938
H 0.05551 -4.01152 3.09092
H 4.49248 -2.18569 0.87709
C -1.65987 -2.37590 0.69145
C -1.47581 -1.28146 -7.02434
H 5.62115 -1.18057 -0.03746
H -2.74212 2.88820 5.63176
Cl -3.79672 -3.25989 -7.67078
H 1.95685 -5.59407 -3.72576
H -7.52436 2.93367 3.68132
N 2.28291 0.80010 1.73482
C -6.81718 2.13304 3.86615
H 0.88805 -6.46095 2.04506
H 0.52349 1.90801 1.86476
C 0.38560 6.14217 -1.77582
C 2.77457 -2.27272 -1.82985
H -2.65351 -2.83170 0.69553
C 5.15258 1.05072 1.48950
C -1.98802 4.04923 2.54111
H 3.03771 -3.68653 0.75944
C 0.06965 4.79790 -1.95626
C -0.94797 4.21535 -2.89261
C -2.44432 3.58931 4.86009
H -1.39052 4.99948 -3.51062
C 3.22838 -3.89211 -3.63556
O -2.55626 -1.02919 -2.34973
C 1.36867 6.16947 -0.74665
H -1.70435 -4.15545 2.89404
C 0.55605 -5.90593 1.16082
Se -1.53284 0.18228 4.26808
H 0.58357 -4.89061 -1.78267
C 2.19960 -4.67546 -3.20242
C -1.59582 5.34298 2.87577
C -2.79871 -1.53128 -3.47887
C 1.57083 4.83776 -0.38764
C -0.27070 0.09002 -5.48929
H 5.51966 0.05757 -3.34904
C 3.12560 -1.02940 -1.18442
C 4.77733 -0.60851 -2.92387
C -6.34270 -0.09283 4.63412
C -5.47886 2.30705 3.54819
C 4.53686 -1.82466 -3.49634
H 1.86420 7.03829 -0.32933
H 0.15214 -0.02812 -7.60666
H 4.49944 1.90691 1.64396
C 0.93849 1.10008 1.26348
P -2.84770 1.43598 3.11772
C -4.99857 0.08466 4.32313
C 0.48545 -3.52367 0.59421
H -0.04278 6.98580 -2.30438
C -2.41638 3.17025 3.52938
Cl -4.85141 -2.92763 -2.39842
H -1.71287 -1.44210 1.25714
C -1.64555 5.76162 4.19614
C 2.48381 4.29833 0.67876
C -2.29182 -1.71207 -5.95402
C -7.25484 0.92712 4.40079
H 2.88706 -5.23541 -0.07810
C -0.47477 -0.38193 -6.79824
H 0.77938 -6.51561 0.27383
H 3.44705 4.81809 0.68108
H -4.27579 -0.70257 4.50366
C -4.55940 1.28271 3.77354
H -1.75575 3.73970 -2.32524
N 0.78963 4.00129 -1.11810
N 4.36479 -0.16153 1.34947
N 2.46244 -0.60684 -0.05170
C 2.63707 -4.69241 0.84048
C -2.00366 -1.18238 -4.66499
H -2.10012 5.20515 6.22443
Cs -1.06730 0.85051 -1.65137
C 3.51991 -2.66777 -2.98009
C -3.84733 -2.44186 -3.74169
H -1.66360 -1.66897 -8.01688
H 4.25410 0.76369 -1.33725
H 3.12036 -5.19417 1.68535
H -1.24403 6.01039 2.09788
H -0.52095 -5.76717 1.22331
N -0.99678 -0.29364 -4.46953
C -3.37676 -2.60638 -6.09185
H -1.94787 3.71071 1.51247
H 2.05601 4.40517 1.68342
H 0.99120 1.43553 0.23377
C 3.02572 -0.02596 0.94595
N 0.85334 -2.75473 -0.36036
Se -3.03294 1.24278 0.99213
C -0.83115 -3.52502 2.69257
H -1.33732 6.76733 4.45857
C 1.69731 -3.12900 -1.38751
H -6.67752 -1.03568 5.05196
H 5.08969 -2.15031 -4.37019
H 2.22755 1.89183 3.51060
H -0.97858 -2.57239 3.20762
H -8.30625 0.78034 4.62054
C 2.45606 0.87905 3.17840
H 2.66647 3.23338 0.51225
N 1.21666 -4.61926 1.08881
H 0.28091 0.22678 1.34096
H -4.96859 -3.63111 -5.12780
C 4.07335 -0.21080 -1.77708
H 5.90545 -1.50077 1.68706
C 5.13321 -1.31129 0.93483
H 1.76167 0.20222 3.68592
H -0.50510 3.46547 -3.55945
H 0.51591 0.81019 -5.28003
H 5.83483 0.96852 2.34226
H -5.13768 3.23678 3.10710
C 1.43079 -4.28983 -2.09282
C -2.07212 4.88324 5.18941
H -1.37633 -2.16613 -0.33197
*
```

ΔE to the lowest compared entry with this formula, charge and spin: 0.111 eV
Frontier orbital gap: 5.082 eV
Total energy: -229129.942 eV

***

Record 2
Here is a cluster of 2 separate species, C3H7NO in total in a non-equilibrium geometry from the OMol25 dataset. Energies are from ωB97M-V/def2-TZVPD.

```
! RIJCOSX wB97M-V def2-TZVPD def2/J DEFGRID3
* xyz 0 1
H 2.26131 -1.31364 0.25555
H 3.24214 0.80056 -0.65589
N -3.62080 -0.39245 -0.41964
H 2.64564 1.05451 0.97654
C 1.64052 -0.46699 -0.09920
H -1.66026 -0.48814 0.30634
H -3.04393 -0.10372 1.47023
O 0.51675 -0.64602 -0.47658
H 1.69460 1.64782 -0.40817
H -3.28486 -0.61038 -1.35793
C 2.34031 0.85120 -0.04845
C -2.73142 -0.33274 0.45718
*
```

ΔE to the lowest compared entry with this formula, charge and spin: 2.012 eV
SMILES: CC=O.C=N
Frontier orbital gap: 10.472 eV
Total energy: -6760.739 eV